[1]
DFT (ωB97M-V with the def2-TZVPD basis set) results for a cluster of 2 separate species, C25H31F9N3O6S in total in a non-equilibrium geometry.

Results
Highest occupied orbital energy ... -3.759 eV
M ... 672.6 g mol⁻¹
Charge ... -1
HOMO-LUMO gap ... 5.89 eV
Energy ... -2883.7613 Ha

Positions of all 75 atoms, in Å:
C (3.57600, 1.40784, -0.34422)
C (3.68025, 0.22938, -0.60310)
C (3.68162, -1.27322, -0.36832)
C (2.21733, -1.85672, -0.23142)
N (1.36539, -1.08320, -1.15568)
C (-0.08301, -1.37474, -0.98040)
C (-0.81418, -0.60699, -2.12095)
C (-0.86449, 0.95070, -1.96280)
C (-0.08474, 1.71076, -3.11503)
N (1.27070, 2.02096, -2.60707)
C (1.63626, 3.43229, -2.79498)
C (1.69841, 4.24880, -1.49511)
C (1.02601, 3.94156, -0.30350)
C (1.08755, 4.75184, 0.85830)
C (1.87358, 5.93005, 0.85769)
C (2.55227, 6.23738, -0.34429)
C (2.49373, 5.43862, -1.49291)
O (3.18932, 5.78467, -2.65443)
C (-0.42480, -0.91271, 0.46665)
S (-2.19605, -0.96856, 0.91486)
O (-3.11384, -1.12459, -0.18458)
O (-2.37209, -2.08746, 1.81236)
C (-2.56770, 0.54120, 1.96908)
F (-1.42456, 1.18120, 2.33233)
F (-3.11032, 0.11635, 3.12728)
C (-3.46892, 1.61431, 1.27639)
F (-3.40864, 2.72162, 2.07641)
F (-2.97734, 2.02480, 0.08018)
C (-4.99854, 1.24364, 1.15294)
F (-5.69089, 2.00955, 2.04209)
F (-5.28332, -0.04503, 1.43038)
C (-5.63193, 1.56693, -0.25358)
F (-5.63380, 2.88893, -0.46956)
F (-5.10881, 0.86336, -1.25332)
F (-6.93628, 1.18412, -0.16574)
N (0.26464, -1.86562, 1.38533)
C (1.75077, -1.84239, 1.24863)
C (2.34710, -0.70477, 2.12246)
O (3.42889, -0.94548, 2.68814)
O (1.73866, 0.39744, 2.29236)
H (3.52561, 2.45841, -0.08154)
H (4.32367, -1.55068, 0.48754)
H (4.14630, -1.70649, -1.28432)
H (2.29684, -2.91202, -0.58974)
H (1.63012, -1.33952, -2.10598)
H (-0.18184, -2.48850, -1.05699)
H (-0.22660, -0.81264, -3.04656)
H (-1.80177, -1.07350, -2.29600)
H (-1.93242, 1.23921, -2.11210)
H (-0.55434, 1.32639, -0.97488)
H (-0.69366, 2.61351, -3.32638)
H (-0.07601, 1.05681, -4.01108)
H (1.90048, 1.41505, -3.12354)
H (0.99249, 3.94658, -3.54415)
H (2.66023, 3.45447, -3.23328)
H (0.41132, 3.03604, -0.22513)
H (0.55831, 4.45259, 1.77295)
H (1.94374, 6.55878, 1.75706)
H (3.17938, 7.14309, -0.36824)
H (4.01549, 5.28008, -2.61386)
H (0.04770, 0.08867, 0.61198)
H (-0.04009, -2.83843, 1.12800)
H (0.04799, -1.63341, 2.36023)
H (2.11192, -2.79432, 1.69175)
C (0.65840, -7.45398, 1.58480)
C (0.10134, -6.03750, 1.81670)
C (-1.43870, -6.10688, 1.81136)
O (0.50520, -5.24252, 0.79000)
H (0.33228, -7.86755, 0.62631)
H (1.75146, -7.45487, 1.60189)
H (0.31770, -8.14156, 2.37318)
H (0.38927, -5.76215, 2.85651)
H (-1.82541, -6.48229, 0.85977)
H (-1.87900, -5.12183, 1.99299)
H (-1.80330, -6.77907, 2.60302)

Forces on the atoms, in the same order (eV/Å):
C 0.362 -0.234 -0.298
C -0.193 -0.345 1.848
C 0.039 0.615 -1.369
C 1.060 0.054 -0.626
N -0.665 -0.203 1.024
C 0.649 -0.140 -0.857
C 0.390 -0.373 0.152
C -1.238 -0.199 -1.446
C -0.607 -0.655 1.973
N -0.909 0.565 -1.332
C 1.064 -0.168 0.023
C 0.266 0.978 0.167
C -0.285 0.121 0.465
C 0.690 0.504 -0.414
C -0.507 -1.214 -1.019
C 0.380 0.571 0.326
C -1.069 -0.872 0.825
O 0.171 -0.086 0.629
C 1.011 0.560 -0.650
S -1.400 -3.346 0.060
O 0.704 2.004 -0.478
O 1.111 0.904 0.747
C 0.721 1.038 0.688
F -0.308 -0.585 -0.798
F -0.298 0.123 -0.983
C -0.420 1.045 0.681
F 0.044 -0.702 -0.269
F -0.081 -0.857 0.484
C -0.752 0.309 -0.230
F 0.370 -0.462 -0.422
F 0.625 0.429 -0.111
C -1.294 -0.561 0.528
F 0.490 -0.641 -0.291
F 0.231 0.766 0.338
F 0.649 0.289 -0.023
N -0.410 -0.315 -0.596
C 1.313 -0.161 -0.067
C 0.882 2.154 1.744
O -0.112 -1.118 -0.869
O -1.277 -1.338 -1.145
H -0.058 -0.709 -0.330
H -0.447 0.357 -0.288
H -0.380 -0.103 0.591
H -0.333 0.456 0.586
H -0.157 0.103 0.227
H -0.705 0.647 0.095
H -0.321 -0.082 0.604
H 0.403 0.516 0.230
H 0.575 -0.212 0.372
H 0.075 -0.210 -0.546
H 0.704 -0.258 -0.074
H 0.022 0.459 0.304
H 0.253 0.339 0.439
H 0.261 -0.209 0.485
H -0.631 0.085 0.259
H 0.430 0.323 -0.258
H 0.222 0.042 -0.545
H 0.049 -0.282 -0.623
H -0.295 -0.491 -0.142
H -0.113 0.228 -0.237
H -0.466 -0.544 0.286
H 0.070 -0.238 0.580
H -0.028 -0.262 -0.146
H -0.444 0.512 -0.254
C -0.058 -0.443 0.639
C -0.661 -0.560 -1.424
C -0.254 -0.359 0.719
O 0.456 1.662 0.306
H -0.047 0.238 -0.047
H -0.035 0.145 -0.053
H 0.047 -0.066 -0.008
H 0.229 0.334 -0.019
H 0.226 0.067 -0.078
H 0.119 0.034 -0.065
H -0.101 0.024 0.008

Mulliken charges, unit e, in atom order:
1. C 0.38
2. C -0.73
3. C -1.14
4. C -0.10
5. N 0.02
6. C -0.04
7. C -1.80
8. C 1.46
9. C -1.08
10. N 0.12
11. C -1.06
12. C 0.66
13. C 0.24
14. C -0.60
15. C -0.51
16. C -0.44
17. C -0.18
18. O -0.60
19. C -1.38
20. S 1.62
21. O -0.64
22. O -0.76
23. C 0.54
24. F -0.18
25. F -0.25
26. C 0.52
27. F -0.33
28. F -0.22
29. C 0.68
30. F -0.29
31. F -0.26
32. C 0.58
33. F -0.25
34. F -0.17
35. F -0.27
36. N 0.24
37. C 0.19
38. C -0.02
39. O -0.75
40. O -0.59
41. H 0.38
42. H 0.43
43. H 0.44
44. H 0.32
45. H 0.41
46. H 0.60
47. H 0.73
48. H 0.40
49. H 0.20
50. H -1.08
51. H 0.39
52. H 0.27
53. H 0.26
54. H 0.34
55. H 0.33
56. H 0.04
57. H 0.40
58. H 0.37
59. H 0.37
60. H 0.33
61. H 0.40
62. H 0.34
63. H 0.53
64. H 0.05
65. C -1.58
66. C 0.70
67. C -1.21
68. O -0.81
69. H 0.34
70. H 0.34
71. H 0.41
72. H 0.13
73. H 0.27
74. H 0.14
75. H 0.40

=====

[2]
DFT (ωB97M-V with the def2-TZVPD basis set) results for a cluster of 8 separate species, C19H29Cl10F3O9 in total in a non-equilibrium geometry.

Results
Highest occupied orbital energy (spin up / spin down) ... -0.038 / -8.040 eV
M ... 813.0 g mol⁻¹
Charge ... -1
HOMO-LUMO gap (spin up / spin down) ... 1.77 / 9.76 eV
2S+1 ... 2
Energy ... -6320.0046 Ha

Positions of all 70 atoms, in Å:
C (-18.51765, 1.69787, -20.47065)
C (-18.06830, 0.58382, -19.57080)
O (-16.74797, 0.97735, -19.30617)
C (-16.65903, 2.31311, -19.53505)
O (-15.69010, 2.91599, -19.17588)
O (-17.56130, 2.72899, -20.38617)
F (-18.30028, -0.62076, -20.09365)
H (-19.47089, 2.16653, -20.22614)
H (-18.70214, 1.51163, -21.52866)
H (-18.58594, 0.62251, -18.61233)
C (-24.22993, 1.88827, -11.99327)
C (-24.79587, 2.10711, -10.58997)
O (-24.88653, 0.85167, -10.03182)
C (-24.49925, -0.12257, -10.90041)
O (-24.42962, -1.32509, -10.65088)
O (-24.12136, 0.45897, -12.03903)
F (-26.03887, 2.59866, -10.52590)
H (-23.16044, 2.09872, -11.98910)
H (-24.88683, 2.18861, -12.80959)
H (-24.08589, 2.68223, -9.99562)
C (-21.31303, 0.45791, -15.88102)
C (-21.92717, 1.48178, -15.02340)
O (-21.01974, 2.53533, -14.97014)
C (-20.22358, 2.40033, -16.02110)
O (-19.32417, 3.22452, -16.31214)
O (-20.38854, 1.20724, -16.60982)
F (-22.21221, 1.08029, -13.79169)
H (-21.84451, -0.11382, -16.64177)
H (-20.65261, -0.23325, -15.35735)
H (-22.83708, 1.82635, -15.51478)
Cl (-22.51631, -2.15667, -14.50583)
C (-23.06783, -3.65523, -15.42258)
C (-24.60384, -3.63093, -15.47991)
Cl (-25.12099, -2.92086, -16.97973)
H (-22.70636, -4.49959, -14.83564)
H (-22.51442, -3.59161, -16.35948)
H (-25.11295, -3.27953, -14.58245)
H (-24.85580, -4.68367, -15.60783)
Cl (-22.15985, 1.50070, -20.86786)
C (-22.99811, 2.24383, -19.37896)
C (-24.41712, 1.62448, -19.27553)
Cl (-24.37122, 0.08328, -18.32764)
H (-23.09146, 3.31186, -19.57571)
H (-22.56428, 1.93317, -18.42849)
H (-24.86182, 1.38052, -20.24032)
H (-25.01700, 2.32493, -18.69447)
Cl (-16.47108, -4.58538, -16.68714)
C (-18.18089, -5.12461, -17.08313)
C (-18.98379, -3.97501, -17.72814)
Cl (-19.27597, -2.43210, -16.85887)
H (-18.57050, -5.23146, -16.07076)
H (-18.09470, -6.05166, -17.64991)
H (-19.95464, -4.40144, -17.98054)
H (-18.57507, -3.73842, -18.71052)
Cl (-22.24653, 8.02534, -16.40290)
C (-21.02952, 7.06481, -17.25882)
C (-19.98770, 6.46074, -16.43642)
Cl (-19.37043, 7.66230, -15.26119)
H (-20.62448, 7.85319, -17.89326)
H (-21.48350, 6.24689, -17.81830)
H (-19.25769, 6.07567, -17.14839)
H (-20.34929, 5.62248, -15.84088)
Cl (-19.31773, 0.33303, -12.78187)
C (-18.86696, -0.93895, -11.56404)
C (-19.75608, -0.83354, -10.30769)
Cl (-19.64925, 0.73791, -9.65581)
H (-17.80907, -0.98614, -11.30569)
H (-18.96633, -1.91210, -12.04488)
H (-19.72247, -1.59236, -9.52592)
H (-20.82738, -0.98269, -10.44244)

Forces on the atoms, in the same order (eV/Å):
C -2.587 1.279 -1.714
C -1.261 1.778 1.231
O -0.028 -1.171 0.249
C 3.616 0.044 -0.279
O -0.746 0.258 0.185
O -0.301 0.267 0.352
F 0.964 -0.915 -0.606
H -0.111 -0.390 0.720
H 0.598 -0.881 -0.071
H -0.205 -0.246 0.051
C 0.385 -1.332 0.764
C 0.940 0.066 -0.043
O 0.268 -1.708 0.760
C 0.621 -2.123 0.255
O -0.424 3.228 -0.515
O -0.717 -1.464 -0.361
F -0.741 1.042 -0.367
H -0.439 1.369 -0.602
H 0.482 0.473 0.040
H -0.478 0.435 0.220
C 1.846 -2.220 -0.560
C -2.240 0.277 -0.797
O 0.029 0.222 0.201
C 4.423 2.770 -1.187
O -3.153 -2.770 0.618
O 1.231 1.970 -1.324
F 0.000 -0.510 1.176
H -0.906 0.290 0.564
H -0.609 -0.321 0.686
H -0.426 0.386 0.193
Cl -0.091 -0.623 -0.193
C 0.081 1.339 1.439
C 1.258 -1.952 -0.433
Cl -0.603 0.892 -0.529
H -0.093 0.065 -0.016
H -0.595 -0.174 -0.112
H 0.302 0.433 -0.262
H -0.302 -0.107 0.260
Cl 0.146 0.028 0.438
C -1.817 -1.039 -0.391
C 0.584 0.348 0.085
Cl -0.046 0.159 -0.242
H 0.369 -0.046 0.277
H 0.945 0.582 -0.198
H 0.027 0.179 0.111
H -0.150 -0.202 -0.087
Cl -0.416 -0.221 -0.451
C 0.523 2.128 1.502
C -0.017 -1.016 -1.328
Cl 0.401 -0.921 0.032
H -0.214 -0.688 -0.239
H -0.361 0.348 -0.062
H -0.243 0.099 0.319
H 0.297 0.320 0.216
Cl -0.810 -0.257 0.419
C -0.650 1.011 -1.085
C 0.238 -0.553 1.110
Cl 0.732 -0.184 -0.147
H 0.269 -0.565 -0.414
H -0.345 0.293 -0.219
H 0.528 0.161 0.466
H 0.024 0.073 -0.099
Cl 0.611 -0.781 0.721
C -0.608 -1.059 0.279
C -1.223 -1.246 -0.834
Cl 0.372 1.801 1.293
H 0.029 1.087 0.016
H -0.666 0.072 -0.157
H 1.577 -0.113 0.017
H -0.096 0.230 -1.340

natural (NBO) charges, unit e, in atom order:
1. C -0.16
2. C 0.44
3. O -0.49
4. C 0.96
5. O -0.58
6. O -0.46
7. F -0.32
8. H 0.23
9. H 0.21
10. H 0.16
11. C -0.16
12. C 0.44
13. O -0.49
14. C 0.98
15. O -0.60
16. O -0.48
17. F -0.33
18. H 0.23
19. H 0.22
20. H 0.15
21. C -0.15
22. C 0.35
23. O -0.49
24. C 0.95
25. O -0.62
26. O -0.49
27. F -0.33
28. H 0.23
29. H 0.20
30. H 0.11
31. Cl -0.10
32. C -0.35
33. C -0.42
34. Cl -0.02
35. H 0.21
36. H 0.23
37. H 0.24
38. H 0.21
39. Cl -0.22
40. C -0.54
41. C -0.47
42. Cl -0.13
43. H 0.20
44. H 0.18
45. H 0.21
46. H 0.20
47. Cl -0.10
48. C -0.36
49. C -0.40
50. Cl -0.03
51. H 0.22
52. H 0.23
53. H 0.22
54. H 0.23
55. Cl -0.11
56. C -0.45
57. C -0.39
58. Cl -0.09
59. H 0.21
60. H 0.21
61. H 0.24
62. H 0.24
63. Cl -0.05
64. C -0.38
65. C -0.45
66. Cl -0.02
67. H 0.22
68. H 0.22
69. H 0.23
70. H 0.23